No. 1
Molecular formula: C3H4O2S2
Method: DFT, ωB97M-V with the def2-TZVPD basis set

Last column: Löwdin charge in e.
Geometry (Å):
S -2.058 -0.297 0.112  0.739
H -2.538 0.053 1.324  -0.104
O -0.033 -0.972 1.695  -0.026
C 0.517 1.107 -0.272  -0.125
H 0.260 0.954 -1.236  0.019
S 0.240 -1.813 -0.858  0.747
H -0.012 1.673 0.481  0.086
H -0.630 -1.174 -1.834  -0.059
C -0.442 -0.963 0.577  -1.212
O 2.891 0.536 0.065  0.200
C 1.805 0.894 -0.055  -0.264

Output
SMILES = O=C(S)S.C=C=O
Frontier orbital gap = 9.36 eV
Energy relative to the best compared isomer or geometry (same formula, charge and spin) = 44.7 kcal per mole

***

No. 2
Molecular formula: C7H8BrISi
Method: DFT, ωB97M-V with the def2-TZVPD basis set

Last column: Löwdin charge in e.
Geometry (Å):
H 1.093 -1.957 -1.016  -0.009
C -1.396 0.689 1.121  -0.115
C -0.496 0.312 2.054  -0.125
H 0.559 -0.260 -1.024  -0.033
H 0.134 -1.254 -2.296  0.014
C 1.150 1.833 1.059  -0.534
H 0.256 2.834 -0.680  0.043
C 0.769 0.839 2.033  -0.133
C 0.892 -1.109 -1.583  -0.515
C -1.160 1.720 0.209  -0.078
H -1.907 2.201 -0.411  0.107
Br 2.622 -0.531 -2.180  0.552
H -2.258 -0.038 0.850  0.141
H -0.764 -0.336 2.898  0.116
I 2.481 4.725 0.218  0.258
Si 2.967 2.389 1.073  0.429
C 0.142 2.229 0.167  -0.197
H 1.568 0.542 2.694  0.076

Output
Frontier orbital gap = 7.68 eV
Energy relative to the best compared isomer or geometry (same formula, charge and spin) = 45.7 kcal per mole

***

No. 3
Molecular formula: C38H41BCl2F10INO33P2
Method: DFT, ωB97M-V with the def2-TZVPD basis set

Last column: Löwdin charge in e.
Geometry (Å):
O 5.025 -1.998 4.201  0.072
O -6.581 4.493 -3.940  0.144
H -1.922 3.686 -4.159  0.167
O -0.343 -4.716 0.960  0.165
F -2.710 2.520 -5.594  0.070
O -0.061 -0.550 -8.932  0.147
F -4.459 4.894 -3.304  0.065
I 0.437 -0.206 4.307  0.449
H 1.543 4.386 -1.748  0.088
H -5.131 0.128 -10.058  0.150
H -8.108 6.636 1.745  0.146
H -0.776 3.256 -6.978  0.130
H -0.964 -5.980 8.744  0.148
C -1.615 3.047 -4.994  -0.309
H -5.826 4.097 -2.067  0.141
H -4.524 -4.742 0.368  0.145
C -5.966 -0.087 -8.070  -0.319
C -7.243 3.356 -4.296  -0.532
H 0.477 0.124 -2.446  0.108
C 6.543 -0.712 -0.359  -0.064
H 6.656 -1.789 -0.487  0.145
H -6.274 0.548 -7.235  0.176
H 2.676 0.849 1.043  0.092
O 6.198 -0.085 -1.587  0.078
O -6.501 2.241 -4.043  0.074
H 1.008 -0.917 -5.923  0.145
O 1.243 -1.333 1.147  -0.436
H 1.584 4.738 4.497  0.104
O -0.622 -4.005 8.263  0.075
C 8.702 -5.399 8.560  -0.533
H 9.926 -3.872 6.127  0.144
C -0.730 3.722 -5.989  -0.053
H -2.345 -0.165 -0.594  0.087
C 5.882 -2.933 4.693  -0.528
C 0.396 -5.663 7.087  -0.324
C 0.785 -1.252 -8.046  -0.315
F -5.933 6.000 3.571  0.083
C -3.714 -4.387 1.007  -0.062
F -3.868 -2.057 1.287  0.073
O -1.737 0.007 -1.359  0.056
H 4.464 2.115 2.527  0.101
C -0.871 -3.859 6.930  -0.535
O -0.459 -4.946 6.219  0.138
O 4.993 0.914 0.039  0.106
H 1.258 2.584 -1.725  0.073
C 4.288 -2.754 6.214  -0.310
O 0.561 3.518 -5.430  0.091
C 8.572 -5.540 6.359  -0.322
H 7.489 -0.300 0.006  0.149
P -0.555 1.391 0.910  0.631
C 3.819 -2.118 4.945  -0.086
O 4.923 1.718 -2.074  0.178
H 1.903 3.514 -0.184  0.086
O -0.983 1.509 -8.749  0.155
F -7.059 -0.619 -8.667  0.081
C -0.476 0.547 -8.242  -0.530
C -5.085 0.592 -9.069  -0.058
C -7.590 5.695 1.933  -0.064
C 1.168 3.529 -1.068  -0.093
O 6.958 -3.172 4.227  0.162
C -0.138 -5.329 8.444  -0.067
O 1.402 1.922 -4.068  0.155
C 0.704 3.286 2.929  -0.068
F 5.772 -0.232 1.809  0.072
O 5.368 -3.562 5.789  0.131
Cl -2.848 3.585 0.479  0.544
H 10.716 -5.382 6.625  0.147
B -0.481 0.454 -0.758  -0.686
H 3.114 -2.746 4.393  0.143
F 3.330 -3.557 6.740  0.071
C 2.374 1.684 1.766  -0.059
H -4.813 2.041 -2.843  0.149
O -5.157 -1.142 -7.592  0.148
C -1.484 -4.353 0.948  -0.528
H -0.587 -1.537 -6.394  0.134
H -4.537 2.696 -4.470  0.121
H 0.633 -5.363 9.215  0.144
H 3.362 -1.142 5.112  0.090
O -5.548 4.690 1.786  0.104
H -5.683 6.742 1.722  0.180
O -6.024 3.423 -0.033  0.120
O 8.235 -6.201 7.562  0.141
N 3.167 3.465 3.614  0.006
O -2.937 -1.205 -7.155  0.170
H 1.069 -2.299 1.081  0.034
O -1.869 -3.049 1.017  0.067
C -0.329 3.899 -0.667  -0.664
H -3.276 -2.834 -0.468  0.176
C -3.875 -0.698 -7.706  -0.505
H -8.117 5.156 2.726  0.150
O -0.238 0.425 -6.906  0.056
C 0.468 2.428 -4.621  -0.537
C 1.830 3.911 3.760  -0.113
H -0.951 4.785 -6.091  0.148
H -4.047 -4.423 2.049  0.151
F 0.266 -6.986 6.825  0.078
C -6.344 4.256 0.767  -0.529
C -1.105 3.033 0.142  -0.719
H 4.635 -2.046 6.971  0.180
O 8.372 -5.490 9.705  0.167
O -8.342 3.338 -4.767  0.165
C -5.221 2.692 -3.618  -0.060
O 0.712 0.105 -1.481  0.068
H -1.839 1.344 1.600  0.040
C -6.139 5.892 2.237  -0.319
H -0.363 3.669 3.117  0.099
O -2.553 -5.191 0.855  0.083
C 9.807 -4.780 6.720  -0.065
H 1.823 -0.946 -8.209  0.177
P -0.126 -0.565 1.899  0.400
O 9.585 -4.473 8.090  0.074
H 4.541 -1.051 0.449  0.176
C 0.242 -0.894 -6.700  -0.064
F 8.834 -6.474 5.413  0.079
C 3.366 2.441 2.659  -0.123
Cl -1.030 5.470 -1.271  0.554
C -3.220 -3.034 0.606  -0.330
C -5.517 4.065 -3.112  -0.314
C 5.384 -0.358 0.517  -0.327
H 7.736 -4.912 6.039  0.152
F 0.655 -2.578 -8.288  0.081
O -7.548 4.891 0.763  0.084
O -1.382 -2.894 6.445  0.139
H -5.312 1.654 -9.170  0.146
C 0.868 2.132 1.888  -0.395
H 1.432 -5.352 6.922  0.163
O -0.815 1.988 -4.510  0.125
C 5.335 0.925 -1.282  -0.526
O -3.790 0.396 -8.516  0.071

Output
SMILES = C/C(Cl)=C(/Cl)[PH](B(O)O)(c1ccncc1)P(O)I.O=C1OC[C@@H](F)O1.O=C1OC[C@@H](F)O1.O=C1OC[C@@H](F)O1.O=C1OC[C@@H](F)O1.O=C1OC[C@@H](F)O1.O=C1OC[C@@H](F)O1.O=C1OC[C@@H](F)O1.O=C1OC[C@@H](F)O1.O=C1OC[C@@H](F)O1.O=C1OC[C@@H](F)O1
Frontier orbital gap = 7.22 eV

***

No. 4
Molecular formula: C63H53Cl2IN7O3PSSiTi
Method: DFT, ωB97M-V with the def2-TZVPD basis set

Last column: Löwdin charge in e.
Geometry (Å):
C -3.804 3.557 -2.470  -0.605
H 3.580 -1.537 4.187  0.125
C -0.524 -4.866 -0.470  -0.068
C 0.506 -0.699 3.053  -0.112
C 0.729 4.473 4.627  -0.060
C -2.946 -3.290 -4.236  -0.079
H -4.821 -2.729 -3.369  0.115
Ti -0.312 0.648 0.244  1.014
H 2.354 -2.220 -5.763  0.117
C -2.689 0.071 4.148  -0.243
C -2.936 3.747 -1.368  -0.169
C 6.019 -2.529 -5.886  -0.131
H -2.116 -1.948 1.962  0.037
P -1.050 -2.075 -0.219  1.106
H -0.122 -6.950 -0.628  0.114
H 2.213 3.495 3.435  0.103
H 0.586 2.057 -2.169  0.091
C -2.009 1.477 -1.780  -0.331
H -3.589 5.701 -0.738  0.110
C 6.734 -2.819 -3.289  -0.080
H 0.525 -0.612 -5.363  0.117
Cl -2.652 0.053 -3.994  0.851
C -5.934 3.388 2.878  -0.060
C 2.788 -1.290 3.497  -0.007
N 2.131 -1.072 -0.038  0.095
C -1.119 3.867 0.684  -0.159
C 1.951 -0.904 1.282  -0.348
C -3.948 2.141 2.285  -0.207
H 6.511 -0.439 -5.690  0.115
C -4.416 2.083 0.976  -0.098
H -3.046 -1.073 0.737  0.037
H 0.627 1.876 2.457  0.067
C 2.841 -2.415 -3.687  -0.049
N 0.725 -0.567 1.740  0.008
C -6.351 3.371 1.556  -0.060
H -0.962 5.229 5.697  0.114
C -3.200 -2.371 -2.028  -0.114
N -1.145 2.769 -0.037  0.070
H 0.452 -2.903 2.096  0.071
C -4.743 2.780 3.235  -0.085
N 1.200 -0.703 -0.854  -0.022
H -3.548 -2.386 7.025  0.111
C -3.754 -2.796 -3.223  -0.105
H 3.643 -3.115 -3.865  0.097
C 1.084 -1.011 -4.530  -0.054
H -4.437 2.780 4.270  0.097
H -1.946 -0.541 7.403  0.110
C -1.983 4.949 0.464  -0.010
H -0.943 -3.782 -4.816  0.115
C -3.624 -0.947 3.969  -0.101
H 0.028 -3.151 -2.657  0.097
C -1.830 -2.484 -1.814  -0.362
C -2.899 4.892 -0.553  0.022
H -1.907 5.811 1.106  0.123
H 5.734 -2.469 -6.927  0.116
H -4.141 -1.042 3.024  0.100
O -1.548 0.717 1.487  -0.365
C 4.640 0.494 -3.078  -0.029
H 2.691 1.357 -3.244  0.123
C 3.014 -1.244 2.143  0.031
C -0.347 -3.701 0.274  -0.313
H 3.670 3.712 -0.828  0.058
S 7.293 -0.227 -2.762  1.054
O -1.206 0.526 -1.318  -0.254
C 6.307 -3.876 -4.080  -0.140
Cl -4.996 4.731 -2.843  0.773
H 4.113 1.228 0.613  0.128
C -2.101 0.198 5.407  -0.104
H 3.191 3.288 0.834  0.048
C 5.529 0.557 -0.852  -0.037
C -2.414 -0.669 6.438  -0.069
H -6.536 3.876 3.631  0.112
C 0.279 2.601 3.192  -0.136
C -3.924 -1.832 4.990  -0.064
C 6.780 -1.561 -3.866  -0.498
C 0.762 -0.628 -3.242  -0.056
N 1.230 2.753 -1.816  0.166
H -2.525 3.602 4.754  0.094
H 7.026 -2.960 -2.260  0.106
C 0.024 -6.060 -0.036  -0.054
C 0.893 -4.975 1.911  -0.062
O 1.326 1.693 0.186  -0.171
H 1.184 -7.051 1.468  0.113
H 6.258 -4.879 -3.681  0.116
H -5.925 2.663 -0.422  0.103
C 2.830 3.546 -0.158  -0.525
H 6.329 0.387 -0.149  0.117
C -2.482 -1.985 0.936  -0.220
H -0.054 0.053 -3.067  0.070
C 1.170 3.519 3.722  -0.079
H -3.845 -1.956 -1.269  0.103
H -1.105 -4.857 -1.380  0.099
C 2.538 -2.031 -2.400  -0.010
C -1.490 3.571 4.459  -0.078
C -1.073 2.610 3.543  -0.231
C 3.499 1.078 -2.581  -0.072
C 4.318 1.050 -0.432  -0.088
C 1.913 2.438 -0.674  -0.638
H 1.429 -5.012 2.848  0.110
C -1.027 -3.005 -2.831  -0.138
H -0.509 -0.535 3.391  0.090
H -0.399 3.916 1.488  0.066
N 5.939 -3.724 -5.338  0.073
H -7.269 3.863 1.274  0.112
H 1.416 5.198 5.033  0.112
Si -2.298 1.353 2.787  0.598
H 1.661 3.361 -2.494  0.119
I 1.844 5.449 0.017  0.958
H 4.712 0.257 -4.125  0.108
H 1.248 -1.116 5.003  0.124
H -3.106 -2.872 0.809  0.075
C -3.318 -1.697 6.228  -0.064
C -0.606 4.493 4.994  -0.054
C -2.786 1.407 -2.931  -0.523
C 1.490 -1.047 3.956  0.005
C 1.484 -1.132 -2.154  -0.289
H 3.972 -1.472 1.706  0.123
H -1.396 0.998 5.583  0.097
H -3.843 1.528 0.240  0.091
C -1.580 -3.394 -4.036  -0.064
C 2.114 -1.912 -4.758  -0.036
C -2.037 2.698 -1.050  -0.173
H -3.384 -3.600 -5.170  0.114
C -3.686 2.433 -3.252  -0.097
C 5.718 0.282 -2.214  -0.493
C -5.597 2.703 0.607  -0.072
H -4.630 -2.631 4.820  0.111
C 0.749 -6.119 1.143  -0.059
C 6.442 -1.395 -5.196  -0.071
N 3.343 1.355 -1.290  0.040
C 0.351 -3.780 1.477  -0.096
H 3.103 -2.411 -1.562  0.118
H -4.300 2.328 -4.130  0.114

Output
Total charge = +2
Frontier orbital gap = 6.10 eV

***

Question: Among the records above, which one has the highest frontier orbital gap?
Answer: C3H4O2S2